The following is a quantum chemistry calculation of a 6-piece molecular cluster, C26H50FN4O8P overall at a distorted geometry, from OMol25.

Summary:
HOMO = -8.541 eV
HOMO-LUMO gap = 8.97 eV
largest force on an atom = 2.91 eV Å⁻¹
SMILES = CCO[C@@](C#N)([C@@](C#N)(CCN)CCCF)P(=N)(O)O.CC(C)=O.CC(C)=O.CC(C)=O.CC(C)=O.CC(C)=O

Element x y z (Å)
C: -2.0670 0.7356 4.1521
C: -0.8866 0.0682 3.4568
O: -0.5848 0.7119 2.2191
C: -1.0427 0.0950 1.0837
C: -2.4307 -0.4023 1.1980
N: -3.4937 -0.8510 1.3894
C: -0.9532 1.1427 -0.0832
C: -1.1175 2.4502 0.5727
N: -1.2605 3.5294 0.9984
C: 0.4216 1.1814 -0.7657
C: 0.7216 2.5174 -1.4569
N: 1.6730 3.2876 -0.6642
C: -2.0700 0.9625 -1.1156
C: -3.3415 1.7526 -0.8322
C: -4.5546 1.2055 -1.5937
F: -4.2202 0.2496 -2.5186
P: 0.0264 -1.4174 0.7368
N: 1.4974 -1.1773 1.1541
O: -0.1581 -1.7809 -0.7997
O: -0.6047 -2.6565 1.5595
H: -2.7444 0.0211 4.5929
H: -2.6237 1.2350 3.3676
H: -1.7375 1.5135 4.8220
H: -0.0209 0.2266 4.0829
H: -1.0014 -1.0056 3.3848
H: 1.2093 1.0361 -0.0405
H: 0.5114 0.4218 -1.5210
H: 1.2062 2.2788 -2.3930
H: -0.1872 3.0643 -1.7103
H: 1.5877 3.1028 0.3213
H: 1.5988 4.2777 -0.8246
H: -2.2813 -0.0747 -1.3200
H: -1.6849 1.3652 -2.0434
H: -3.5905 1.7097 0.2169
H: -3.1988 2.7841 -1.1071
H: -5.0519 2.0183 -2.1055
H: -5.2817 0.8076 -0.9023
H: 1.7841 -1.8244 1.8728
H: 0.7058 -2.0754 -1.1086
H: -0.0413 -3.4034 1.3131
C: 3.8676 -4.9287 -0.3754
C: 2.4871 -4.8523 -0.9670
C: 2.3335 -5.1688 -2.4336
O: 1.5404 -4.5434 -0.2797
H: 3.8207 -4.6690 0.6801
H: 4.2678 -5.9393 -0.4718
H: 4.5307 -4.2249 -0.8807
H: 2.6622 -6.1898 -2.6305
H: 2.9303 -4.4758 -3.0285
H: 1.2881 -5.0724 -2.7190
C: -2.2685 -1.5854 -6.6501
C: -1.8235 -1.0214 -5.3230
C: -2.4472 -1.5928 -4.0799
O: -0.9937 -0.1438 -5.2500
H: -1.7373 -1.0825 -7.4551
H: -2.0510 -2.6535 -6.6934
H: -3.3400 -1.4297 -6.7805
H: -2.2297 -2.6602 -4.0064
H: -3.5254 -1.4399 -4.0899
H: -2.0290 -1.0888 -3.2147
C: -3.5299 5.6203 5.5714
C: -2.2301 4.8752 5.3892
C: -1.0820 5.6389 4.7783
O: -2.1154 3.7182 5.7155
H: -4.2675 4.9573 6.0169
H: -3.3799 6.4780 6.2288
H: -3.8999 5.9658 4.6052
H: -0.8303 6.4977 5.4029
H: -1.3527 5.9832 3.7793
H: -0.2145 4.9882 4.7031
C: 3.7802 -1.5836 4.6668
C: 3.2971 -3.0126 4.6242
C: 2.6336 -3.5499 5.8691
O: 3.4336 -3.6948 3.6370
H: 4.2325 -1.3257 3.7124
H: 2.9418 -0.9109 4.8539
H: 4.5229 -1.4638 5.4571
H: 1.7483 -2.9577 6.1056
H: 3.3285 -3.5116 6.7091
H: 2.3349 -4.5821 5.7031
C: 4.1260 0.4543 -5.5091
C: 2.8106 0.7496 -4.8265
C: 1.6307 1.0594 -5.7113
O: 2.7139 0.7337 -3.6210
H: 4.8862 0.2481 -4.7590
H: 4.0223 -0.4160 -6.1589
H: 4.4383 1.3135 -6.1039
H: 1.4212 0.2125 -6.3636
H: 1.8415 1.9439 -6.3172
H: 0.7624 1.2496 -5.0984


The following is a quantum chemistry calculation of C5H7NO3 as an isolated structure at a distorted geometry, from OMol25.

Summary:
HOMO = -8.029 eV
HOMO-LUMO gap = 8.84 eV
relative energy (zero: lowest compared OMol25 entry of this formula, charge and spin) = 202.04 kcal per mole
largest force on an atom = 2.90 eV Å⁻¹

Element x y z (Å)
C: -0.5680 -2.4636 -0.2023
C: 0.0809 -1.8832 0.6227
C: -0.8133 1.0625 0.7790
C: -1.5158 1.1353 -0.5688
C: 0.3934 0.7641 -0.0768
N: 1.6278 0.4236 0.1118
O: 2.3058 0.3281 -1.0974
O: 2.3073 0.3698 1.1433
O: -0.2295 0.8228 -1.2402
H: -1.2066 -3.0636 -0.7429
H: 2.8077 -0.4504 -1.1072
H: 0.9464 -1.7445 1.1281
H: -0.7501 1.9613 1.4253
H: -1.1002 0.3233 1.4556
H: -2.2310 0.3814 -0.7991
H: -2.0548 2.0332 -0.8313


The following is a quantum chemistry calculation of one molecule with the formula C5H9NOS at a distorted geometry, from OMol25.

Summary:
HOMO = -9.200 eV
HOMO-LUMO gap = 9.74 eV
relative energy (zero: lowest compared OMol25 entry of this formula, charge and spin) = 36.16 kcal per mole
largest force on an atom = 1.83 eV Å⁻¹
SMILES = C=C(CC)N(S)C=O

Element x y z (Å)
C: -0.5905 -1.6805 -1.0197
C: -0.1566 -0.5653 -0.4447
C: 1.3193 -0.3201 -0.1259
C: 1.5981 0.0383 1.3114
N: -1.0969 0.4771 -0.1013
S: -2.6024 0.0963 0.6037
C: -0.7387 1.8395 -0.2931
O: 0.2506 2.2799 -0.8554
H: -1.6724 -1.7454 -1.1299
H: -0.0041 -2.5450 -1.3128
H: 1.8324 -1.2309 -0.3844
H: 1.7329 0.4436 -0.8086
H: 1.1436 0.9817 1.5433
H: 2.6745 0.1475 1.4592
H: 1.1914 -0.7180 2.0003
H: -3.3038 0.0268 -0.4853
H: -1.5774 2.4743 0.0433


The following is a quantum chemistry calculation of C32H30ClHgN8S7 as an isolated structure, from OMol25.

Summary:
spin multiplicity = 2
HOMO (spin up / spin down) = -1.633 / -2.159 eV
total charge = -2
HOMO-LUMO gap (spin up / spin down) = 5.31 / 5.84 eV
relative energy (zero: lowest compared OMol25 entry of this formula, charge and spin) = 0.00 kcal per mole
largest force on an atom = 0.52 eV Å⁻¹
expectation value of S² = 0.77

Element x y z (Å)
Hg: -0.9048 -0.2672 0.1425
C: 2.7739 0.7223 3.7880
C: 1.8898 1.2783 2.7063
N: 2.1164 1.1320 1.4553
N: 3.0666 0.2186 1.0860
C: 3.7788 0.3841 -0.0753
N: 4.1448 -0.8078 -0.6339
S: 4.2499 1.8665 -0.6211
C: 0.6955 2.1022 3.0500
C: 0.6208 2.8443 4.2287
C: -0.5237 3.5804 4.4894
C: -1.5698 3.5467 3.5855
C: -1.4190 2.7633 2.4484
N: -0.3270 2.0606 2.1909
H: 3.8050 0.7019 3.4321
H: 2.4974 -0.2951 4.0705
H: 2.7303 1.3224 4.6939
H: 2.9869 -0.7231 1.4526
H: 3.3715 -1.4706 -0.7664
H: 4.6321 -0.6720 -1.5086
H: 1.4439 2.8741 4.9283
H: -0.5924 4.1726 5.3938
H: -2.4853 4.0976 3.7526
H: -2.2119 2.6830 1.7109
S: -3.3323 -1.1551 -0.4711
C: -3.5478 0.0339 -1.7343
N: -4.5941 -0.1152 -2.5185
N: -4.7493 0.8894 -3.5099
C: -4.0266 0.8643 -4.6874
C: -4.4851 1.6174 -5.7809
C: -3.7751 1.6597 -6.9669
C: -2.5876 0.9511 -7.1093
C: -2.1367 0.1948 -6.0343
C: -2.8365 0.1411 -4.8401
N: -2.7183 1.0996 -1.9542
N: -1.5861 1.2311 -1.3005
C: -0.8996 2.4084 -1.6183
C: -1.3981 3.3452 -2.5381
C: -0.6851 4.5028 -2.8005
C: 0.5284 4.7607 -2.1715
C: 1.0299 3.8228 -1.2760
C: 0.3276 2.6626 -1.0023
H: -5.7358 1.0263 -3.6674
H: -5.4047 2.1853 -5.6773
H: -4.1539 2.2577 -7.7890
H: -2.0236 0.9927 -8.0325
H: -1.2136 -0.3670 -6.1169
H: -2.4637 -0.4508 -4.0195
H: -2.3345 3.1399 -3.0359
H: -1.0831 5.2102 -3.5203
H: 1.0818 5.6665 -2.3899
H: 1.9899 3.9758 -0.7969
H: 0.7421 1.9331 -0.3178
Cl: 3.1306 -6.2748 1.6310
C: 2.0922 -4.8720 1.7360
C: 2.5478 -3.7336 2.3726
C: 1.7127 -2.6254 2.4433
C: 0.4416 -2.6141 1.8695
C: -0.4392 -1.4229 1.9186
C: 0.0141 -3.7932 1.2513
C: 0.8202 -4.9156 1.1875
H: 3.5341 -3.7214 2.8191
H: 2.0390 -1.7525 2.9954
H: -0.1115 -0.7194 2.6866
H: -1.4592 -1.7342 2.1517
H: -0.9576 -3.8143 0.7739
H: 0.4784 -5.8090 0.6808
C: -2.0453 -3.3068 -2.9968
S: -1.7004 -4.5930 -1.7774
C: -0.0437 -5.0136 -2.1625
C: 1.0392 -4.1894 -2.0705
S: 1.1121 -2.5403 -1.6291
S: 2.5534 -4.9967 -2.4689
C: 1.9610 -6.5694 -2.8331
S: 2.9263 -7.8571 -3.2640
S: 0.2599 -6.6557 -2.6824
H: -3.0452 -2.9353 -2.7745
H: -2.0036 -3.7148 -4.0058
H: -1.3321 -2.4933 -2.8726


The following is a quantum chemistry calculation of BrMn2 as an isolated structure at a distorted geometry, from OMol25.

Summary:
spin multiplicity = 11
HOMO (spin up / spin down) = -24.876 / -24.981 eV
total charge = +3
HOMO-LUMO gap (spin up / spin down) = 8.57 / 8.75 eV
relative energy (zero: lowest compared OMol25 entry of this formula, charge and spin) = 4.59 kcal per mole
largest force on an atom = 1.07 eV Å⁻¹
expectation value of S² = 30.01

Element x y z (Å)
Mn: 2.0292 0.0464 -1.3286
Mn: -1.8831 0.6995 1.1241
Br: -0.1461 -0.7458 0.2045


The following is a quantum chemistry calculation of a 6-piece molecular cluster, C17H39N5O9S overall at a distorted geometry, from OMol25.

Summary:
HOMO = -9.408 eV
HOMO-LUMO gap = 9.46 eV
relative energy (zero: lowest compared OMol25 entry of this formula, charge and spin) = 82.26 kcal per mole
largest force on an atom = 5.24 eV Å⁻¹
SMILES = O=S1(=O)OCCO1.CNC(C)=O.CNC(C)=O.CNC(C)=O.CNC(C)=O.CNC(C)=O

Element x y z (Å)
O: -2.0763 -1.0432 -2.7330
S: -1.1509 -0.3607 -1.7989
O: -0.0479 0.4906 -2.2862
O: -2.0749 0.2655 -0.6158
C: -2.5264 -0.6181 0.3489
C: -1.3565 -1.6572 0.4357
O: -0.5868 -1.5778 -0.7039
H: -2.6082 -0.1329 1.3215
H: -3.4398 -1.1930 0.1962
H: -1.7493 -2.6731 0.4783
H: -0.6424 -1.5304 1.2494
C: 5.6366 -0.8379 -5.1648
N: 4.3188 -1.3814 -5.5756
C: 4.0098 -2.0431 -6.6835
C: 2.7815 -2.9428 -6.4541
O: 4.6825 -2.1409 -7.7363
H: 6.0101 -1.6369 -4.5244
H: 5.5555 0.1201 -4.6513
H: 6.2880 -0.6258 -6.0127
H: 3.6098 -1.4788 -4.8630
H: 2.8368 -3.3560 -5.4470
H: 2.8198 -3.6772 -7.2586
H: 1.8212 -2.4275 -6.4764
C: -9.2486 0.9547 4.1085
N: -8.2400 1.8510 4.7123
C: -7.5272 2.7233 4.0004
C: -6.4705 3.3884 4.7341
O: -7.6453 2.7938 2.7245
H: -9.0265 -0.0835 4.3551
H: -9.2506 0.9429 3.0186
H: -10.2016 1.0357 4.6314
H: -7.9361 1.5734 5.6346
H: -5.4707 3.2036 4.3413
H: -6.5269 3.1540 5.7971
H: -6.5153 4.4770 4.7018
C: 4.4562 -1.0087 1.2870
N: 4.1632 0.3951 1.1229
C: 3.3947 1.0766 2.0255
C: 3.1854 2.4927 1.6624
O: 3.1711 0.6018 3.1452
H: 5.2465 -1.2118 2.0096
H: 4.6346 -1.5296 0.3462
H: 3.4985 -1.3919 1.6392
H: 4.6372 0.9568 0.4302
H: 3.1851 3.1622 2.5226
H: 2.1749 2.4479 1.2562
H: 3.8713 2.6939 0.8395
C: -0.4998 5.3961 -6.7126
N: -0.6377 6.7446 -6.1759
C: -1.2493 7.7022 -6.9072
C: -1.5716 9.1383 -6.2651
O: -1.6722 7.5847 -8.0473
H: -0.3505 5.4560 -7.7907
H: -1.4132 4.8053 -6.6428
H: 0.3114 4.8633 -6.2165
H: -0.1516 6.9925 -5.3260
H: -1.2393 10.0139 -6.8228
H: -1.0124 9.2632 -5.3378
H: -2.6249 9.3486 -6.0794
C: 3.6412 -8.6391 7.7033
N: 2.4258 -7.8741 7.4286
C: 2.2864 -7.1171 6.2937
C: 1.0798 -6.3050 6.0545
O: 3.1331 -7.0600 5.4125
H: 4.3972 -7.9289 8.0381
H: 3.8983 -9.1570 6.7793
H: 3.2773 -9.3165 8.4759
H: 1.7931 -7.7701 8.2090
H: 1.4808 -5.2929 6.1074
H: 0.1938 -6.4289 6.6772
H: 0.8344 -6.6606 5.0538


The following is a quantum chemistry calculation of C41H56KN2OSSbSi3Te as an isolated structure at a distorted geometry, from OMol25.

Summary:
HOMO = -6.005 eV
HOMO-LUMO gap = 6.08 eV
relative energy (zero: lowest compared OMol25 entry of this formula, charge and spin) = 27.98 kcal per mole
largest force on an atom = 2.00 eV Å⁻¹

Element x y z (Å)
K: 0.0838 -0.2142 0.7058
C: -3.7747 0.0371 0.4537
Sb: -3.0215 -1.1850 -1.1999
C: -1.3486 -2.0308 -0.1637
C: -0.6535 -2.8570 -1.1387
C: 0.6086 -3.4534 -0.8759
C: 1.1845 -4.2962 -1.7960
C: 0.5357 -4.5410 -3.0072
C: -0.6487 -3.8703 -3.2327
N: -1.2240 -3.0510 -2.3541
Si: -1.9034 -3.1288 1.2345
C: -3.3766 -4.1938 0.6777
C: -0.5866 -4.3443 1.8634
C: -2.4065 -2.1927 2.8121
C: -2.2199 0.7176 -2.3438
C: -2.0811 1.7859 -1.3473
C: -2.9026 2.9320 -1.2847
C: -2.6870 3.8965 -0.3264
C: -1.6315 3.7483 0.5698
C: -0.8549 2.6171 0.4307
N: -1.0716 1.6636 -0.4661
Si: -3.6492 0.9256 -3.5817
C: -3.7722 -0.5374 -4.7718
C: -5.3575 1.0120 -2.7469
C: -3.4337 2.4716 -4.6696
Si: -0.5112 0.4798 -3.1618
C: -0.0599 2.1575 -3.9334
C: -0.4793 -0.7998 -4.5493
C: 0.9824 0.1005 -2.0389
H: -4.5155 -0.5291 1.0202
H: -4.2689 0.9194 0.0467
H: -2.9808 0.3640 1.1290
H: 1.1123 -3.2416 0.0586
H: 2.1381 -4.7666 -1.5852
H: 0.9494 -5.2123 -3.7466
H: -1.1763 -3.9875 -4.1758
H: -3.1549 -4.6169 -0.3058
H: -4.2681 -3.5686 0.5661
H: -3.6147 -5.0134 1.3593
H: -0.2321 -4.9892 1.0590
H: -1.0123 -4.9845 2.6405
H: 0.2801 -3.8314 2.2906
H: -3.1458 -1.4133 2.6190
H: -1.5272 -1.7351 3.2733
H: -2.8390 -2.8898 3.5343
H: -3.6971 3.0715 -2.0029
H: -3.3183 4.7752 -0.2815
H: -1.4197 4.4918 1.3260
H: 0.0195 2.4690 1.0669
H: -3.8086 -1.4878 -4.2367
H: -2.9254 -0.5636 -5.4575
H: -4.6795 -0.4516 -5.3745
H: -5.6168 0.0387 -2.3258
H: -6.1185 1.2682 -3.4873
H: -5.4223 1.7468 -1.9423
H: -2.8865 2.2125 -5.5784
H: -2.8766 3.2630 -4.1646
H: -4.3986 2.8828 -4.9743
H: -0.6386 2.3470 -4.8391
H: 0.9987 2.1959 -4.2021
H: -0.2572 2.9772 -3.2363
H: -0.6276 -0.3385 -5.5282
H: -1.2455 -1.5546 -4.4034
H: 0.4864 -1.3094 -4.5572
H: 1.1943 0.9315 -1.3656
H: 1.8552 -0.0651 -2.6751
H: 0.8298 -0.8044 -1.4542
Te: 3.4438 -0.4066 1.1175
C: 5.0936 -0.3661 -0.2477
C: 6.3605 -0.7357 0.1916
C: 7.4494 -0.6577 -0.6646
C: 7.2791 -0.2006 -1.9634
C: 6.0138 0.1437 -2.4156
C: 4.9231 0.0493 -1.5635
C: 3.4396 1.7065 1.3281
C: 3.1713 2.5483 0.2543
C: 3.1930 3.9263 0.4151
C: 3.4757 4.4758 1.6580
C: 3.7388 3.6434 2.7360
C: 3.7247 2.2658 2.5698
H: 6.4970 -1.0864 1.2072
H: 8.4368 -0.9414 -0.3233
H: 8.1332 -0.1197 -2.6238
H: 5.8793 0.4823 -3.4352
H: 3.9328 0.2819 -1.9340
H: 2.9437 2.1330 -0.7190
H: 2.9943 4.5698 -0.4323
H: 3.4998 5.5506 1.7855
H: 3.9759 4.0739 3.7012
H: 3.9544 1.6160 3.4064
C: -1.0070 1.3523 3.7511
S: 0.7903 1.1143 3.6594
O: 1.0068 -0.0152 2.7023
C: 0.9130 0.4033 5.3093
C: 0.6142 -0.9318 5.5187
C: 0.6613 -1.4404 6.8066
C: 1.0028 -0.6146 7.8699
C: 1.3183 0.7185 7.6464
C: 1.2818 1.2322 6.3582
H: -1.4948 0.3800 3.8097
H: -1.3309 1.8899 2.8611
H: -1.2106 1.9479 4.6397
H: 0.3592 -1.5664 4.6781
H: 0.4354 -2.4847 6.9773
H: 1.0330 -1.0121 8.8758
H: 1.6027 1.3567 8.4726
H: 1.5400 2.2682 6.1686


The following is a quantum chemistry calculation of a 6-piece molecular cluster, H12O6 overall, from OMol25.

Summary:
HOMO = -10.615 eV
HOMO-LUMO gap = 10.53 eV
relative energy (zero: lowest compared OMol25 entry of this formula, charge and spin) = 32.01 kcal per mole
largest force on an atom = 0.99 eV Å⁻¹
SMILES = O.O.O.O.O.O

Element x y z (Å)
O: 0.0230 0.1237 0.2047
H: 0.3618 -0.4577 -0.4760
H: -0.9274 0.0204 0.1574
O: 2.9919 -3.1158 0.3087
H: 2.3469 -2.6382 -0.2130
H: 3.4665 -3.6508 -0.3275
O: -2.6422 0.2268 -0.4238
H: -3.3075 -0.0968 0.1836
H: -2.9255 -0.0903 -1.2813
O: 1.3552 2.2956 2.0340
H: 0.5565 2.4895 2.5246
H: 1.0746 1.6893 1.3485
O: 0.9589 -1.7212 -1.5122
H: 1.8431 -1.4846 -1.7923
H: 0.5260 -2.0208 -2.3116
O: -2.0047 3.0463 0.2321
H: -1.9983 2.0891 0.2399
H: -1.6988 3.2955 1.1042


The following is a quantum chemistry calculation of a 2-piece molecular cluster, C4H11PS overall at a distorted geometry, from OMol25.

Summary:
HOMO (spin up / spin down) = -7.167 / -8.069 eV
HOMO-LUMO gap (spin up / spin down) = 7.42 / 8.02 eV
relative energy (zero: lowest compared OMol25 entry of this formula, charge and spin) = 119.06 kcal per mole
largest force on an atom = 5.98 eV Å⁻¹

Element x y z (Å)
C: -0.7941 1.7343 -1.0978
C: 0.0081 0.8995 1.4788
C: 2.8940 -1.3477 -0.2372
C: -1.0297 -1.0343 -0.4163
P: 0.0103 0.4286 -0.2657
S: -2.7499 -0.6305 0.2638
H: -1.1809 1.8506 -2.1228
H: -0.6697 2.6967 -0.7185
H: 0.8791 0.3507 2.0760
H: 0.2343 1.9809 1.3460
H: -0.9246 0.6598 1.9633
H: 3.1785 -0.3790 -0.0351
H: 2.8544 -1.9302 0.7944
H: 2.7059 -1.8428 -1.0959
H: -0.6000 -1.7633 0.2690
H: -1.3199 -1.5495 -1.3945
H: -3.4959 -0.1237 -0.8073


Calculated total energy
In order: -2282.833588; -474.927027; -724.062174; -5076.408862; -4874.658023; -2020.203932; -4155.544715; -458.621467; -898.344838
Unit: hartree